DFT (ωB97M-V/def2-TZVPD) results for a molecular structure, C51H37BBrN4O3P2TaTe in a non-equilibrium geometry.

Each line ends with the Mulliken charge.
Cartesian coordinates (Å):
1 Ta 0.39699 -0.87293 -0.70644  2.024
2 Br -8.40941 1.22600 1.20769  -0.150
3 C -7.80351 -0.47233 0.65858  0.010
4 C -6.64205 -0.99247 1.21370  -0.703
5 C -6.18623 -2.22967 0.79520  0.123
6 C -6.90118 -2.94541 -0.15687  0.169
7 C -8.09805 -2.45151 -0.65622  -0.487
8 C -8.53735 -1.19539 -0.27123  -0.394
9 N -6.49729 -4.26785 -0.54881  -0.555
10 N -5.32842 -4.48423 -0.87250  -0.305
11 C -4.37613 -3.43599 -1.00702  0.156
12 C -4.54797 -2.39884 -1.88739  -0.343
13 C -3.52377 -1.45829 -2.11521  -0.825
14 C -2.34354 -1.57019 -1.43788  0.402
15 O -1.27590 -0.72116 -1.57909  0.120
16 C -2.11537 -2.65819 -0.58774  0.656
17 N -0.86756 -2.72047 -0.02201  -0.700
18 C -0.64547 -3.72282 0.81959  -0.129
19 C -1.58988 -4.70957 1.11539  -1.288
20 C -2.82491 -4.66533 0.52243  -0.684
21 C -3.12189 -3.60788 -0.35401  0.293
22 H -6.11021 -0.43657 1.97223  0.515
23 H -5.29405 -2.65811 1.23775  0.449
24 H -8.67262 -3.05137 -1.34880  0.452
25 H -9.45495 -0.78990 -0.67131  0.446
26 H -5.48717 -2.29927 -2.41300  0.512
27 H -3.67120 -0.64282 -2.80961  0.574
28 H 0.32050 -3.76913 1.28241  0.507
29 H -1.32055 -5.50056 1.79885  0.515
30 H -3.56672 -5.43017 0.71412  0.590
31 Te 3.19210 -1.46686 -0.32278  0.079
32 C 4.65822 -0.51191 -1.50551  0.699
33 C 5.78686 -0.06301 -0.84057  -0.293
34 C 6.84143 0.39042 -1.62168  -0.605
35 N 6.82031 0.39668 -2.94993  -0.520
36 C 5.73664 -0.06106 -3.55930  -0.612
37 C 4.61333 -0.53216 -2.88526  -0.224
38 C 2.42746 0.01186 1.00631  -0.909
39 P 1.16266 -0.89276 1.86067  0.388
40 C 0.15936 0.08441 2.97555  0.624
41 C 0.67658 1.12101 3.74687  0.446
42 C -0.16539 1.82222 4.59403  -0.870
43 C -1.50906 1.48259 4.67787  -0.766
44 C -2.02301 0.44534 3.91172  -0.779
45 C -1.19165 -0.25183 3.05091  -0.675
46 C 1.87610 -2.23483 2.86607  1.728
47 C 1.98774 -2.00670 4.23839  -0.775
48 C 2.58597 -2.95201 5.05750  -0.757
49 C 3.07319 -4.13272 4.52151  -0.651
50 C 2.95828 -4.37464 3.15979  -1.104
51 C 2.36357 -3.43399 2.33691  -0.610
52 P 1.63296 1.28071 0.01489  -0.239
53 C 0.67556 2.55824 0.85968  1.016
54 C -0.71264 2.44802 0.78002  -0.176
55 C -1.52597 3.38899 1.39028  -0.960
56 C -0.95781 4.44997 2.07910  -0.737
57 C 0.42396 4.57234 2.15094  -0.822
58 C 1.24095 3.63469 1.54347  -0.532
59 C 3.02191 2.14880 -0.76383  1.472
60 C 3.97491 2.62210 0.14443  -1.051
61 C 5.05061 3.37525 -0.28745  -1.037
62 C 5.20359 3.65914 -1.63811  -0.721
63 C 4.27971 3.16978 -2.54728  -0.807
64 C 3.19646 2.41804 -2.11598  -0.672
65 H 5.86654 -0.07105 0.23816  0.408
66 H 7.74574 0.75773 -1.15245  0.408
67 H 5.75245 -0.05471 -4.64211  0.417
68 H 3.75316 -0.88893 -3.43506  0.430
69 H 1.72480 1.38336 3.67505  0.463
70 H 0.22691 2.63279 5.19196  0.475
71 H -2.16019 2.03081 5.34485  0.456
72 H -3.06978 0.18637 3.98235  0.483
73 H -1.58986 -1.05750 2.44172  0.469
74 H 1.60141 -1.09713 4.67573  0.329
75 H 2.66711 -2.76154 6.11804  0.476
76 H 3.53612 -4.86909 5.16302  0.440
77 H 3.32941 -5.29832 2.73795  0.457
78 H 2.27855 -3.65785 1.28112  0.401
79 H -1.16731 1.63608 0.22126  0.345
80 H -2.60086 3.29921 1.31599  0.518
81 H -1.59020 5.19025 2.54869  0.449
82 H 0.86943 5.40669 2.67485  0.490
83 H 2.31142 3.76424 1.59858  0.472
84 H 3.90083 2.36905 1.19176  0.635
85 H 5.78012 3.73085 0.42958  0.466
86 H 6.04559 4.24621 -1.97764  0.440
87 H 4.39510 3.36672 -3.60418  0.521
88 H 2.52113 2.05777 -2.87130  0.763
89 O 1.15499 0.18530 -3.89708  -0.504
90 B 0.82617 0.45964 -2.58907  1.284
91 O 0.24852 1.72411 -2.46423  -0.429
92 C 0.21583 2.23666 -3.75174  0.367
93 C -0.24288 3.46023 -4.18241  -1.076
94 C -0.12692 3.71229 -5.54678  -0.789
95 C 0.42607 2.77551 -6.41804  -0.597
96 C 0.89066 1.54315 -5.96548  -1.235
97 C 0.76640 1.30930 -4.61552  1.278
98 H -0.66718 4.18064 -3.49844  0.556
99 H -0.47386 4.65709 -5.93906  0.445
100 H 0.49595 3.01011 -7.47038  0.450
101 H 1.31961 0.81023 -6.63180  0.540

## Properties
relative energy (zero: lowest compared OMol25 entry of this formula, charge and spin) = 182.66 kJ/mol
strongest force on any atom = 1.1 eV/Å
total energy = -163717.095 eV
net charge = +2
orbital gap (alpha / beta) = 5.44 / 5.86 eV